Entry 1:
13
Properties=species:S:1:pos:R:3:forces:R:3:nbo_charge:R:1 method="wB97M-V/def2-TZVPD" charge=+1 spin_multiplicity=1 lumo_energy_ev="-6.59 / -6.59" max_force_ev_per_a=4.5 homo_ev="-14.99 / -14.99"
C 2.8956 -0.4051 -0.1122 -0.254 -2.540 -0.391 0.3925
C 1.8618 -1.4235 -0.1908 -0.524 4.338 0.964 -0.2566
C 1.1218 -0.4097 0.2153 0.312 -2.068 0.207 0.5575
C -0.9553 0.2758 -0.3621 -0.784 0.631 -2.028 -0.5825
C 0.1312 0.4551 0.7162 -0.876 -1.301 0.035 -0.5561
N 3.9209 0.2243 -0.2398 3.533 -0.478 -1.148 0.0338
O 2.8323 0.9856 0.3031 -2.419 1.291 1.062 -0.3028
H 1.7259 -2.3784 -0.6111 0.228 -1.071 -0.390 0.3370
H -0.6212 0.7907 -1.3545 -0.816 -0.703 1.920 0.2486
H -1.8803 0.7113 0.0717 0.522 -0.160 -0.615 0.2729
H -1.1625 -0.7717 -0.6273 0.012 0.285 0.316 0.2331
H -0.2396 0.1374 1.7099 0.516 0.279 -0.314 0.3027
H 0.4390 1.4560 0.6519 0.551 1.497 0.383 0.3199

Entry 2:
13
Properties=species:S:1:pos:R:3:forces:R:3:nbo_charge:R:1 method="wB97M-V/def2-TZVPD" charge=+1 spin_multiplicity=1 lumo_energy_ev="-6.57 / -6.57" max_force_ev_per_a=8.0 homo_ev="-15.22 / -15.22"
C 2.2921 -0.9151 -1.1657 -5.785 0.746 -0.610 0.0875
C 0.5444 -1.0639 -1.3294 7.822 0.722 1.651 0.4538
C -0.4423 -0.4062 0.8411 -0.025 1.133 1.832 -0.2994
C -0.3927 0.8309 0.0686 1.946 -1.733 -0.924 -0.3279
C -0.5676 -0.4882 -0.7219 -2.012 -1.611 -0.841 -0.3979
N 1.6681 -1.9658 -1.6080 -1.999 -1.922 -0.202 0.1248
O 1.7643 -3.1353 -1.8986 0.287 0.927 -0.153 -0.2905
H 3.2515 -0.5299 -0.8572 0.174 -0.185 0.073 0.2936
H 0.3769 -0.5922 1.5110 0.912 -0.875 -0.740 0.2613
H -1.3545 -0.6612 1.4125 0.207 0.195 -1.016 0.2743
H -1.2121 1.3811 0.0739 -3.944 2.244 -0.113 0.2411
H 0.4339 1.4812 -0.2074 0.570 -0.803 0.495 0.2582
H -1.5890 -0.9332 -1.0549 1.846 1.161 0.547 0.3211

Entry 3:
14
Properties=species:S:1:pos:R:3:forces:R:3:mulliken_spin:R:1 method="wB97M-V/def2-TZVPD" charge=+1 spin_multiplicity=3 lumo_energy_ev="-3.77 / -8.70" max_force_ev_per_a=8.1 s_squared=2.019 homo_ev="-10.40 / -13.34"
C 2.1971 0.2079 -0.0350 1.191 3.081 0.043 0.3407
C 0.3576 1.3863 0.0284 -4.096 4.078 0.152 0.7960
C 1.2533 -0.7456 -0.0101 -7.220 0.751 0.229 0.2548
C -2.5175 0.3156 -0.0234 -0.646 0.532 -0.016 0.2384
C -1.3929 -0.3845 -0.0074 1.255 -0.246 -0.054 -0.0500
N -0.1145 0.1685 0.0180 2.117 -7.833 -0.162 0.1508
O 1.6540 1.4571 0.0027 6.400 -1.108 -0.231 0.1180
O 1.0628 -2.0271 0.0065 0.396 1.047 0.020 0.1259
H 3.2710 0.1548 -0.0880 0.111 -0.041 0.019 0.0022
H -0.2228 2.2943 0.0439 0.139 -0.133 0.013 0.0165
H -3.4633 -0.1983 -0.0496 -0.027 -0.134 0.015 0.0047
H -2.5664 1.3915 -0.0157 0.141 0.163 0.009 0.0111
H -1.3795 -1.4643 -0.0251 0.005 -0.025 0.035 -0.0052
H 1.8613 -2.5562 0.1549 0.235 -0.134 -0.072 -0.0039

Entry 4:
15
Properties=species:S:1:pos:R:3:forces:R:3:nbo_charge:R:1 method="wB97M-V/def2-TZVPD" charge=+1 spin_multiplicity=1 lumo_energy_ev=-5.60 max_force_ev_per_a=2.6 homo_ev=-14.34
C 1.9366 1.3230 -0.5058 0.510 0.205 -1.201 -0.2983
C 2.8420 -0.3266 1.0349 1.455 -1.404 0.406 -0.1178
C 1.0585 0.6813 0.3187 -1.355 0.805 1.172 -0.1050
C -2.9789 -1.6820 -0.5586 -0.061 0.605 1.968 0.3576
C -0.3501 0.7613 0.2901 -1.283 -0.124 0.240 0.4861
N 1.6015 -0.1450 1.2788 -0.423 -0.793 -0.120 -0.3576
O -2.2320 -0.7241 -0.5717 -0.814 -1.171 0.045 -0.6161
O -0.9987 1.3768 -0.6589 2.312 0.089 1.107 -0.5598
S 3.4336 0.5874 -0.3141 0.634 0.768 -0.045 0.5766
H 1.7298 2.1657 -1.1842 0.163 -0.811 0.199 0.2915
H 3.5469 -1.0788 1.5419 -1.334 1.416 -0.612 0.2672
H -3.4815 -2.0063 -1.4293 -0.461 -0.530 -1.381 0.1413
H -3.2856 -2.2062 0.3987 0.626 0.407 -0.722 0.1381
H -0.9132 0.1890 1.0992 0.721 0.850 -1.299 0.2469
H -1.9090 1.0845 -0.7395 -0.690 -0.312 0.246 0.5492

Entry 5:
15
Properties=species:S:1:pos:R:3:forces:R:3:nbo_charge:R:1 method="wB97M-V/def2-TZVPD" charge=+1 spin_multiplicity=1 lumo_energy_ev="-7.20 / -7.20" max_force_ev_per_a=4.2 homo_ev="-13.89 / -13.89"
C 0.2395 1.4058 1.3284 1.422 0.314 0.589 0.1533
C 1.6707 -1.3310 0.5035 -1.713 -0.272 1.108 0.2456
C 2.8159 -0.7260 -0.1469 1.845 1.330 -1.051 0.5339
C -0.7372 -0.6203 0.6935 0.010 -2.145 -0.904 0.0948
C 1.0331 0.3455 -1.1322 -0.188 1.993 3.525 0.0712
N 0.5054 -0.8107 -0.2248 0.981 -1.451 0.326 -0.5550
O 3.9690 -0.8876 0.1175 -1.438 0.290 -0.565 -0.3560
O -0.7193 0.5885 1.5060 -0.639 -0.981 -0.987 -0.3989
O 2.3319 0.1467 -1.2013 3.574 -2.215 0.428 -0.4435
H 0.1485 2.3399 1.9476 -0.572 -0.929 -0.135 0.1795
H -1.5270 -0.7535 -0.0331 -0.803 1.625 -0.013 0.2279
H -0.9379 -1.5799 1.2598 1.186 1.447 0.297 0.2682
H 0.6110 0.2801 -2.0493 -1.741 0.203 -2.805 0.2071
H 1.0240 1.2935 -0.4612 -1.680 -1.137 -1.144 0.2608
H 0.3646 -1.7149 -0.8635 -0.246 1.927 1.331 0.5111

Entry 6:
17
Properties=species:S:1:pos:R:3:forces:R:3:nbo_charge:R:1 method="wB97M-V/def2-TZVPD" charge=-2 spin_multiplicity=1 lumo_energy_ev=5.44 max_force_ev_per_a=4.7 homo_ev=-0.62
C -0.5008 -2.5881 1.0554 -1.340 -0.362 1.956 -0.0287
C 0.8576 0.7272 0.3200 -1.874 -3.318 -1.326 0.0403
C -0.2562 -0.4965 -0.2684 1.138 2.503 1.293 0.0847
C 2.0133 0.2549 0.6887 0.379 -3.165 -0.262 -0.4870
C 0.4927 2.0712 0.0503 1.836 3.112 -3.010 -0.6973
N -0.2489 -1.5327 0.4246 0.027 0.897 -0.801 -0.4274
O -1.0586 1.0234 -2.4840 -0.337 -0.834 1.250 -1.2345
O -2.3994 -1.1136 -2.0167 -0.098 -1.530 -0.523 -1.2093
O -2.4441 0.6887 -0.3088 -0.242 1.114 1.538 -1.1976
P -1.7250 0.0772 -1.4589 1.154 1.284 -2.207 2.3718
S 0.5764 -3.8776 1.2732 0.032 -0.652 -0.062 -0.4805
H -1.4803 -2.5547 1.6871 1.548 -0.027 -1.144 0.1756
H 2.8945 0.8298 0.7179 0.949 0.845 0.566 0.1705
H 2.1043 -0.8698 0.6720 0.246 1.291 0.290 0.2121
H -0.4711 2.2025 0.3873 -2.383 0.784 0.455 0.2534
H 0.4936 2.2042 -1.1038 -0.628 -0.422 1.685 0.2852
H 1.1520 2.9538 0.3642 -0.407 -1.519 0.302 0.1687

Number 1: total energy -8804.0893 eV. Number 2: total energy -8803.8566 eV. Number 3: total energy -10853.9590 eV. Number 4: total energy -21693.6085 eV. Number 5: total energy -12898.1155 eV. Number 6: total energy -33038.6798 eV.